Density functional theory data (ωB97M-V with the def2-TZVPD basis set) for a structure of composition Cl2FMg.

```
4
Properties=species:S:1:pos:R:3:nbo_charge:R:1
Mg 0.0446 -0.0221 0.1440 1.74
F -0.4924 1.5330 1.0572 -0.94
Cl -1.5607 -1.6503 -0.2564 -0.90
Cl 2.0084 0.1394 -0.9447 -0.90
```

## Properties
* Kohn-Sham gap: 9.9365 eV
* 2S+1: 1
* electronic energy: -33215.0404 eV
* LUMO: 3.639 eV
* energy above the lowest of the compared OMol25 structures with the same formula, charge and spin: 0.0 kcal per mole
* net charge: -1


Density functional theory data (ωB97M-V with the def2-TZVPD basis set) for a structure of composition C5H14CuF30NOP5.

```
57
Properties=species:S:1:pos:R:3:nbo_charge:R:1
Cu -1.3645 -0.5416 1.0840 1.76
C 4.0842 2.3606 -1.0023 -0.43
N 3.2658 1.2842 -1.5580 -0.22
C 2.3273 1.9235 -2.6793 -0.41
C 4.1659 0.0901 -2.0630 -0.40
C 2.3613 0.7673 -0.3950 -0.24
C 1.0937 1.4648 -0.0717 -0.13
O 0.5424 0.7030 1.0118 -0.74
H 4.7545 2.7667 -1.7599 0.21
H 4.6455 2.2283 -0.0773 0.24
H 3.4268 3.2028 -0.7862 0.23
H 1.6164 1.1859 -3.0519 0.28
H 2.9786 2.2212 -3.5010 0.20
H 1.7658 2.7887 -2.3267 0.24
H 4.4337 -0.4917 -1.1810 0.24
H 5.0244 0.4478 -2.6315 0.21
H 3.5526 -0.5207 -2.7254 0.25
H 3.0348 0.5221 0.4262 0.23
H 2.0620 -0.2088 -0.7768 0.27
H 0.3288 1.5048 -0.8471 0.27
H 1.1051 2.4638 0.3643 0.20
H 1.0228 0.9071 1.8175 0.51
P -0.8289 -1.3865 -2.4833 2.61
F -0.8107 -0.8920 -0.9257 -0.64
F -2.4581 -0.9881 -2.6091 -0.57
F -0.4156 0.0632 -3.0255 -0.59
F -0.7964 -1.9710 -3.9769 -0.59
F 0.6940 -1.8285 -2.2764 -0.60
F -1.2510 -2.8173 -1.9300 -0.57
P -2.6636 2.4581 -0.5471 2.60
F -2.0480 1.1193 0.1659 -0.64
F -1.4401 3.3536 0.0888 -0.59
F -1.6646 2.2255 -1.9030 -0.61
F -3.2005 3.7394 -1.4001 -0.60
F -3.8109 1.5091 -1.2082 -0.56
F -3.7390 2.8375 0.6496 -0.57
P 1.3498 -3.0151 1.8057 2.60
F 2.3207 -3.2115 0.5026 -0.59
F 0.7696 -4.5108 1.5963 -0.58
F 2.5345 -3.5776 2.8254 -0.59
F 0.3555 -2.8552 3.0874 -0.59
F 1.7704 -1.4731 1.8690 -0.60
F 0.0476 -2.5303 0.9105 -0.62
P -4.0583 -2.5882 0.6046 2.60
F -4.7932 -1.4582 1.4899 -0.57
F -5.3847 -2.7063 -0.3391 -0.58
F -3.3632 -1.3307 -0.2209 -0.62
F -3.2831 -3.6241 -0.3851 -0.58
F -2.6524 -2.3239 1.4281 -0.62
F -4.4001 -3.8795 1.5684 -0.58
P -1.8357 0.6785 3.9576 2.59
F -1.7537 1.8692 2.7948 -0.58
F -0.8674 1.4860 5.0353 -0.58
F -3.1795 1.3801 4.6467 -0.58
F -2.0516 -0.6267 4.8019 -0.57
F -2.7862 -0.1097 2.8832 -0.60
F -0.5336 -0.0852 3.2490 -0.62
```

## Properties
* Kohn-Sham gap (alpha / beta): 9.1038 / 7.8934 eV
* 2S+1: 2
* electronic energy: -181587.7536 eV
* ⟨S²⟩: 0.75
* LUMO (alpha / beta): 2.737 / 1.530 eV
* energy above the lowest of the compared OMol25 structures with the same formula, charge and spin: 44.8 kcal per mole
* net charge: -2


Density functional theory data (ωB97M-V with the def2-TZVPD basis set) for a structure of composition C44H34Cl2N2O7PSV.

```
92
Properties=species:S:1:pos:R:3:mulliken_charge:R:1
V 0.3704 -0.0277 -0.0302 0.40
O -0.2794 2.8570 1.9944 -0.20
N 0.8388 3.6608 1.6892 -0.60
C 0.6203 4.3480 0.6431 -0.84
C -0.6240 4.5010 -0.1585 0.87
C -0.7331 5.7620 -0.7543 -0.85
C -1.8922 6.1870 -1.3828 -0.80
C -2.9884 5.3395 -1.3954 -0.95
C -2.8686 4.0665 -0.8580 -0.10
C -1.6897 3.6007 -0.2699 0.28
P -1.5791 1.7919 0.1689 2.01
C -2.4332 1.6726 1.7931 0.07
C -3.0000 2.7847 2.4116 -0.56
C -3.6449 2.6633 3.6353 -0.86
C -3.7350 1.4262 4.2574 -0.82
C -3.1755 0.3113 3.6483 -1.04
C -2.5240 0.4314 2.4272 -0.31
C -2.8706 1.1620 -0.9926 -0.14
C -3.9986 0.4626 -0.5855 -0.18
C -4.9076 -0.0182 -1.5235 -0.77
C -4.7026 0.2015 -2.8777 -0.59
C -3.5787 0.9077 -3.2937 -0.94
C -2.6739 1.3795 -2.3573 0.31
H 0.0787 2.1663 2.5691 0.23
H 1.4561 4.9803 0.3600 0.32
H 0.1180 6.4297 -0.6948 0.40
H -1.9401 7.1677 -1.8392 0.42
H -3.9269 5.6491 -1.8376 0.44
H -3.7298 3.4124 -0.9132 0.58
H -2.9239 3.7593 1.9505 0.39
H -4.0728 3.5407 4.1036 0.44
H -4.2395 1.3320 5.2110 0.40
H -3.2475 -0.6610 4.1206 0.52
H -2.1167 -0.4504 1.9496 0.65
H -4.1771 0.2723 0.4653 0.34
H -5.7770 -0.5687 -1.1863 0.42
H -5.4115 -0.1712 -3.6063 0.40
H -3.4023 1.0824 -4.3482 0.43
H -1.8051 1.9367 -2.6954 0.53
C 2.5035 -6.4019 0.1333 -0.76
O 2.4699 -5.9518 1.4849 -0.46
C 2.1510 -4.6611 1.7102 1.15
C 2.0374 -4.3019 3.0755 -1.04
C 1.6715 -3.0320 3.3852 -1.22
C 1.4002 -2.0555 2.3877 0.03
C 0.8958 -0.7757 2.7631 0.98
C 0.7336 -0.3876 4.2017 -2.33
O 0.5420 0.0962 1.9296 0.78
C 1.5904 -2.4145 1.0241 0.27
O 1.4272 -1.5808 0.0350 -0.06
C 1.9568 -3.7354 0.7099 -0.54
H 2.6771 -7.4717 0.1759 0.25
H 3.3155 -5.9231 -0.4163 0.30
H 1.5553 -6.2009 -0.3663 0.32
H 2.2271 -5.0496 3.8325 0.46
H 1.5812 -2.7607 4.4288 0.46
H 0.1083 -1.1090 4.7292 0.47
H 0.2587 0.5883 4.2513 0.18
H 1.7022 -0.3511 4.7041 0.47
H 2.0721 -3.9755 -0.3346 0.39
Cl -3.3372 -3.2890 0.1289 -0.26
C -2.5092 -2.6924 -1.2702 0.81
C -2.8621 -3.1883 -2.5437 -0.31
C -2.2630 -2.7136 -3.6656 0.62
Cl -2.7595 -3.3077 -5.2277 -0.29
C -1.2485 -1.7258 -3.5781 0.42
C -0.5757 -1.1472 -4.6734 -1.12
C 0.3806 -0.2010 -4.4506 -1.16
C 0.6950 0.1767 -3.1327 -0.42
N 0.0793 -0.3292 -2.0874 1.18
C -0.9019 -1.2645 -2.3010 0.16
C -1.5621 -1.7153 -1.1167 -1.09
O -1.2423 -1.1348 0.0262 -0.18
H -3.6333 -3.9425 -2.6198 0.51
H -0.8325 -1.4537 -5.6791 0.47
H 0.9152 0.2616 -5.2689 0.48
H 1.4672 0.9038 -2.9153 0.46
O 7.9589 -1.9163 -0.6148 -0.51
C 7.6179 -0.7967 0.0732 0.56
O 8.4444 -0.2607 0.7561 -0.57
C 6.2170 -0.2928 -0.0811 1.16
C 5.2289 -0.9413 -0.8138 -0.92
C 3.9555 -0.4070 -0.9273 -0.87
C 3.6307 0.7989 -0.3029 0.56
S 2.0476 1.5874 -0.4401 -0.52
C 4.6265 1.4437 0.4379 -0.44
C 5.8977 0.9072 0.5451 -0.80
H 7.2092 -2.2182 -1.1433 0.29
H 5.4134 -1.8889 -1.3109 0.10
H 3.2014 -0.9309 -1.4973 0.36
H 4.3842 2.3770 0.9321 0.46
H 6.6671 1.4075 1.1194 0.44
```

## Properties
* Kohn-Sham gap (alpha / beta): 7.0240 / 7.2957 eV
* 2S+1: 3
* electronic energy: -134352.2611 eV
* ⟨S²⟩: 2.01
* LUMO (alpha / beta): -0.486 / -0.492 eV
* energy above the lowest of the compared OMol25 structures with the same formula, charge and spin: 0.0 kcal per mole


Density functional theory data (ωB97M-V with the def2-TZVPD basis set) for a structure of composition C8H19AlBrCl2N2O6PSi2.

```
42
Properties=species:S:1:pos:R:3:nbo_charge:R:1
N 2.3611 0.3359 1.1265 -1.34
P 0.8400 0.3150 0.7530 1.83
O 0.3638 1.7875 0.3873 -0.97
O -0.0639 -0.0926 2.0125 -0.97
Si 0.5181 -1.0985 -0.9944 0.94
O 2.0649 -1.6534 -1.4309 -1.24
Si 2.9113 -0.6106 -2.3420 1.25
H 2.9166 -0.2839 0.5523 0.36
H 1.1202 2.1991 -0.0699 0.53
H -0.6034 -0.8714 1.8365 0.51
H 0.0190 -0.3658 -2.1802 -0.13
H -0.4326 -2.1886 -0.7245 -0.14
H 2.1402 0.5859 -2.7163 -0.14
H 3.4860 -1.2957 -3.5505 -0.36
H 4.0742 -0.1578 -1.5287 -0.19
Al 5.3101 -0.9592 -3.8717 0.85
Br -2.2275 0.4151 -1.3883 -0.66
C 4.1329 4.7888 -1.2363 -0.63
C 3.7631 3.5874 -0.3896 -0.06
O 2.8699 2.7103 -1.0821 -0.73
H 3.2383 5.3422 -1.5224 0.22
H 4.8004 5.4576 -0.6924 0.22
H 4.6334 4.4770 -2.1573 0.19
H 3.2476 3.8932 0.5182 0.19
H 4.6581 3.0291 -0.0996 0.16
H 3.3126 2.4202 -1.8835 0.46
Cl 4.0549 -0.4940 -6.4295 -0.08
C -4.3865 -1.5781 4.2788 -0.18
C -3.4680 -1.2997 3.2739 -0.21
C -3.7448 -1.6550 1.9627 -0.21
C -4.9467 -2.2805 1.6854 0.09
C -5.8734 -2.5689 2.6679 -0.22
C -5.5839 -2.2139 3.9768 -0.21
N -5.2458 -2.6295 0.2820 0.52
O -4.3841 -2.3824 -0.5301 -0.34
O -6.3283 -3.1273 0.0365 -0.39
H -4.1695 -1.2945 5.3003 0.22
H -2.5385 -0.7992 3.5124 0.22
H -3.0480 -1.4412 1.1623 0.26
H -6.8021 -3.0594 2.4173 0.25
H -6.2970 -2.4298 4.7609 0.22
Cl 3.3073 -2.5134 -5.6832 -0.03
```

## Properties
* Kohn-Sham gap: 1.9409 eV
* 2S+1: 1
* electronic energy: -150593.2697 eV
* LUMO: -5.090 eV


Density functional theory data (ωB97M-V with the def2-TZVPD basis set) for the ion C3H10NP2 with charge +1.

```
16
Properties=species:S:1:pos:R:3:nbo_charge:R:1
C 1.3356 -0.9145 -0.9646 -0.65
C 0.7021 -0.5582 0.3425 -0.28
N 0.4790 1.0338 0.3770 -0.55
C -1.0582 1.3179 0.4653 -0.50
P -1.8748 0.0810 -0.6670 0.29
P -0.9587 -1.3420 0.7349 0.32
H 0.4986 -0.7353 -1.7076 0.24
H 1.7750 -1.8768 -0.9891 0.27
H 2.1393 -0.0935 -0.9695 0.21
H 1.3413 -0.6352 1.2563 0.23
H 0.7377 1.2910 -0.5986 0.44
H 1.0711 1.3061 1.1394 0.45
H -1.3727 1.0840 1.4361 0.23
H -1.0636 2.4174 0.4095 0.26
H -3.1179 0.0121 -0.1050 0.03
H -0.6339 -2.3879 -0.1596 0.01
```

## Properties
* Kohn-Sham gap: 9.8332 eV
* SMILES: C[C@H]1[NH2+]C[PH]#[PH]1
* 2S+1: 1
* electronic energy: -23332.4284 eV
* LUMO: -3.442 eV
* energy above the lowest of the compared OMol25 structures with the same formula, charge and spin: 17.4 kcal per mole
* net charge: +1


Density functional theory data (ωB97M-V with the def2-TZVPD basis set) for a structure of composition C17H23CuN5O4S2.

```
52
Properties=species:S:1:pos:R:3:nbo_charge:R:1
Cu 1.4978 1.0609 0.1231 1.49
N 3.4485 1.4470 1.0829 -0.68
N 3.5942 2.8359 1.1897 -0.43
C 2.7325 3.6450 0.5277 0.64
N 2.8950 4.9458 0.5961 -0.73
N 1.7815 2.9725 -0.1378 -0.62
N 0.8624 3.6544 -0.9703 0.65
O 0.7964 4.8642 -0.9520 -0.37
O 0.2229 2.9166 -1.6712 -0.34
H 3.4015 1.0298 2.0088 0.41
H 4.2385 1.0517 0.5792 0.41
H 4.3890 3.2138 1.6820 0.42
H 3.6590 5.3566 1.1083 0.43
H 2.2352 5.5389 0.1103 0.47
O -0.3900 1.1297 0.5013 -1.08
S -1.5539 0.1350 0.7489 1.26
C -2.1168 -0.4447 -0.8510 -0.59
C -1.1316 -1.4218 -1.4909 -0.43
C -0.0406 -0.7182 -2.2993 -0.41
C 1.2098 -1.5552 -2.5327 -0.58
S 2.2277 -1.7839 -1.0371 1.24
O 1.6446 -0.8184 0.0440 -1.08
C 1.7465 -3.3726 -0.4494 -0.21
C 2.1660 -4.4649 -1.1997 -0.24
C 1.8296 -5.7337 -0.7566 -0.18
C 1.1076 -5.8894 0.4211 -0.16
C 0.7224 -4.7823 1.1666 -0.18
C 1.0410 -3.5014 0.7357 -0.24
C -2.9015 1.1694 1.1780 -0.22
C -3.0829 2.3863 0.5316 -0.23
C -4.1878 3.1478 0.8710 -0.18
C -5.0899 2.6858 1.8261 -0.16
C -4.8890 1.4690 2.4600 -0.19
C -3.7791 0.6961 2.1417 -0.22
H -2.3389 0.4333 -1.4640 0.25
H -3.0609 -0.9325 -0.5938 0.26
H -1.6812 -2.0978 -2.1462 0.25
H -0.6968 -2.0488 -0.7082 0.22
H 0.2276 0.2200 -1.8171 0.20
H -0.4224 -0.4239 -3.2787 0.25
H 1.8753 -1.0793 -3.2528 0.25
H 0.9927 -2.5673 -2.8790 0.26
H 2.7512 -4.3402 -2.1063 0.23
H 2.1428 -6.6001 -1.3244 0.24
H 0.8530 -6.8831 0.7652 0.24
H 0.1741 -4.9138 2.0907 0.24
H 0.7565 -2.6305 1.3104 0.24
H -2.3686 2.7342 -0.2053 0.23
H -4.3511 4.1022 0.3877 0.24
H -5.9545 3.2854 2.0797 0.24
H -5.5875 1.1236 3.2105 0.24
H -3.5979 -0.2470 2.6459 0.23
```

## Properties
* Kohn-Sham gap (alpha / beta): 8.8826 / 6.7585 eV
* 2S+1: 2
* electronic energy: -99934.6604 eV
* ⟨S²⟩: 0.75
* LUMO (alpha / beta): -5.681 / -7.804 eV
* net charge: +2